Record 1
Molecular formula: C6H8
Method: DFT, ωB97M-V with the def2-TZVPD basis set

Structure (XYZ):
```
14
Properties=species:S:1:pos:R:3:forces:R:3
C -1.273 -0.827 -1.841 -0.2455 -0.1823 0.3384
C -0.105 -0.656 -1.223 -0.1026 -0.3937 -0.2942
C 0.041 -0.270 0.196 -0.4227 -0.1750 0.6141
C -0.730 -0.764 1.183 0.2252 0.3719 -0.6063
C 1.119 0.692 0.425 0.4680 1.1418 0.8462
C 1.074 1.761 1.246 0.1059 -0.5309 -0.9244
H -1.327 -1.180 -2.862 0.0928 0.1187 -0.1074
H -2.240 -0.687 -1.337 0.5792 0.0425 -0.1264
H 0.836 -0.798 -1.785 -0.5375 0.1086 0.2864
H -1.488 -1.484 0.938 -0.2438 -0.2506 -0.0492
H -0.664 -0.470 2.227 0.2943 0.0479 -0.2263
H 2.024 0.523 -0.169 -0.2197 0.1283 0.1736
H 1.925 2.443 1.271 -0.2541 -0.2299 0.1981
H 0.177 2.042 1.801 0.2604 -0.1973 -0.1227
```
Forces are in eV/Å.

As for the orbital gap: 9.5 eV. As for the electronic energy: -6349.697 eV. The energy relative to the best compared isomer or geometry (same formula, charge and spin) comes out at 25.06 kcal per mole. The HOMO energy is -8.9 eV. Its SMILES is C=CC(=C)C=C.


Record 2
Molecular formula: C5H34N2O11
Method: DFT, ωB97M-V with the def2-TZVPD basis set

Structure (XYZ):
```
52
Properties=species:S:1:pos:R:3:forces:R:3
C 3.002 -0.482 0.920 0.6214 -1.1144 1.0137
C 1.566 0.126 1.053 -0.0792 -3.0410 0.7244
C 1.030 -0.157 2.624 3.3351 -0.4462 -1.5758
O 1.033 -1.511 2.996 0.5585 -0.2668 0.4047
N 0.697 -0.719 0.182 -0.6985 0.3177 0.6824
C 0.772 -0.641 -1.234 1.8691 -0.5734 -3.7029
C 0.042 0.523 -1.989 -1.3776 0.1067 -0.2130
N -1.217 -0.081 -2.535 -0.8503 -0.5628 -0.4447
H 3.655 0.315 1.286 0.5085 -0.3659 -0.1297
H 3.089 -1.403 1.587 -0.1763 1.7010 -0.2239
H 3.445 -1.020 0.006 -1.2002 1.6219 0.5387
H 1.567 1.185 0.832 -0.3133 0.2899 0.0932
H 0.087 0.287 2.787 -1.1318 0.8203 0.0785
H 1.844 0.242 3.304 -1.1945 0.2451 -0.8191
H 0.551 -2.154 2.446 -0.4060 0.7674 -0.5148
H -0.286 -0.641 0.454 0.4711 -0.0470 -0.0546
H 1.838 -0.723 -1.670 -0.8988 0.6254 1.3644
H 0.467 -1.589 -1.824 -0.2818 0.9719 1.5412
H 0.433 0.813 -3.005 1.1854 0.6192 1.9196
H -0.208 1.375 -1.258 0.5833 -1.3985 -1.4252
H -0.883 -0.469 -3.426 -0.5689 -0.3653 0.5211
H -1.905 0.604 -2.855 0.2898 0.2486 0.5141
O -4.156 0.782 0.173 -0.4593 1.3675 0.7976
H -4.246 1.661 0.629 0.4604 -1.3248 -0.2647
H -4.890 0.848 -0.431 -0.4109 -0.3570 -0.6139
O -0.513 -3.031 1.399 0.3218 0.6581 -0.7709
H -1.099 -3.350 2.060 -0.9777 -0.5519 0.7351
H -1.053 -2.506 0.750 0.2443 -0.5236 0.6114
O -2.329 2.751 -1.486 0.0946 0.3859 -0.1714
H -1.361 2.902 -1.430 -0.3844 0.1008 -0.3194
H -2.596 3.635 -1.780 -0.2080 -0.2862 0.1060
O -1.823 1.690 0.974 -0.1992 -0.6889 -0.2756
H -1.872 0.747 0.764 0.2421 -0.2516 0.6977
H -2.281 1.970 0.165 0.0026 0.9152 -0.1909
O 2.172 2.140 -1.517 0.3658 -2.1463 -0.3313
H 2.446 2.646 -0.766 0.6062 0.2969 0.9126
H 2.348 1.169 -1.288 -0.2506 2.1032 -0.3343
O 0.417 -4.311 -0.902 0.9855 -2.6526 -1.6079
H -0.174 -3.605 -0.791 -0.5296 1.3662 0.9161
H 1.214 -4.327 -0.347 -0.7025 1.0446 0.0192
O -2.062 -1.754 -0.393 -0.0805 0.7529 -1.3559
H -1.920 -1.295 -1.299 0.1982 -0.2970 1.0442
H -2.972 -1.541 -0.170 -0.1621 -0.0020 0.1600
O 0.055 3.935 -1.637 1.2119 -0.9570 0.9811
H 0.681 4.183 -2.329 -0.1728 -0.1709 -0.0340
H 0.582 3.259 -1.092 -0.9192 1.4937 -0.9853
O 0.316 3.272 1.228 -0.4836 -1.0202 -0.2612
H -0.519 2.752 1.346 0.7268 0.0279 -0.3725
H 0.196 3.999 1.816 0.1263 0.9773 0.5563
O 2.439 -3.294 0.586 0.8883 -0.2470 -2.2164
H 1.769 -2.633 0.748 -0.5649 0.0970 0.7762
H 2.684 -3.864 1.286 -0.2147 -0.2643 1.4997
```
Forces are in eV/Å.

As for the orbital gap: 9.1 eV. As for the electronic energy: -31237.714 eV. The energy relative to the best compared isomer or geometry (same formula, charge and spin) comes out at 91.18 kcal per mole. The HOMO energy is -8.9 eV. Its SMILES is C[C@H](CO)NCCN.O.O.O.O.O.O.O.O.O.O.


Record 3
Molecular formula: C4H12
Method: DFT, ωB97M-V with the def2-TZVPD basis set

Structure (XYZ):
```
16
Properties=species:S:1:pos:R:3:forces:R:3
C 0.430 -0.426 -2.681 -0.8888 1.0465 1.0051
C 1.321 -0.819 -1.479 0.4268 0.8762 -0.7817
H 0.719 -0.653 -3.707 0.2929 -0.8389 0.3464
H -0.568 -0.803 -2.415 0.1125 -0.0196 -0.8083
H 0.327 0.657 -2.751 -0.1599 0.1798 0.3394
H 1.865 -1.697 -1.807 0.3044 -0.2766 0.7354
H 2.004 -0.010 -1.169 0.1584 -0.3776 -0.5868
H 0.748 -0.951 -0.563 -0.2477 -0.6006 -0.2386
C -0.584 1.172 1.692 1.6211 2.0991 0.1517
C -1.144 0.062 2.479 -2.2652 -3.3040 -1.5306
H -0.173 0.835 0.736 0.2939 0.2010 0.3146
H -1.199 2.043 1.473 -1.1657 -0.6010 -0.2598
H 0.138 1.785 2.280 0.4390 -0.9760 -0.3904
H -1.577 -0.737 1.765 -0.2622 1.5220 0.3684
H -1.977 0.281 3.136 0.1715 0.2328 0.3480
H -0.527 -0.728 2.885 1.1689 0.8370 0.9873
```
Forces are in eV/Å.

As for the orbital gap: 11.9 eV. As for the electronic energy: -4341.530 eV. The energy relative to the best compared isomer or geometry (same formula, charge and spin) comes out at 23.02 kcal per mole. The HOMO energy is -10.9 eV. Its SMILES is CC.CC.


Record 4
Molecular formula: C3H10NO3S
Method: DFT, ωB97M-V with the def2-TZVPD basis set

Structure (XYZ):
```
18
Properties=species:S:1:pos:R:3:forces:R:3
O -2.827 1.181 1.794 0.1183 0.0961 0.0564
C -1.644 1.301 1.483 -1.6463 -0.5435 0.0920
N -1.039 0.524 0.585 1.2764 0.8333 -0.2412
C 0.310 0.778 0.077 0.4910 0.2476 -0.1055
C 0.319 1.306 -1.364 0.1310 -0.5166 -0.3848
S 1.649 0.649 -2.448 0.0618 -0.1526 0.2816
H -1.057 2.075 1.982 0.6284 -0.0282 -0.2164
H -1.572 -0.115 0.019 -0.4295 0.0754 0.2544
H 0.880 -0.137 0.131 -0.0104 -0.1555 -0.0917
H 0.831 1.478 0.731 -0.2280 0.0507 0.1833
H 0.360 2.397 -1.392 -0.2375 -0.0191 0.1109
H -0.613 0.964 -1.812 -0.2878 0.2969 -0.0878
H 0.685 -2.132 0.796 -0.4862 0.0149 0.0134
H -0.774 -2.048 1.273 -0.0579 0.0320 -0.0742
O 0.129 -2.013 1.589 0.3532 -0.3045 0.5086
H 0.966 -1.868 -1.709 -0.0617 0.4218 0.2570
H 2.172 -2.063 -0.875 -0.2399 0.0988 0.0872
O 1.226 -2.276 -0.860 0.6252 -0.4476 -0.6432
```
Forces are in eV/Å.

As for the orbital gap: 6.9 eV. As for the electronic energy: -21742.662 eV. The energy relative to the best compared isomer or geometry (same formula, charge and spin) comes out at 20.07 kcal per mole. The net charge is -1. The HOMO energy is -3.2 eV.


Record 5
Molecular formula: C9H14
Method: DFT, ωB97M-V with the def2-TZVPD basis set

Structure (XYZ):
```
23
Properties=species:S:1:pos:R:3:forces:R:3
C -3.735 0.785 1.018 -0.3558 -0.6941 0.2769
C -2.538 0.030 0.532 1.1624 0.3345 -0.5553
C -1.925 -1.014 1.210 -0.5164 -0.0945 -0.1128
C -0.715 -1.560 0.787 -0.3432 0.2587 0.5321
C -0.047 -1.027 -0.297 -0.0408 -0.5669 -0.7299
C -0.667 -0.034 -1.050 -0.1607 0.4819 0.5936
C -1.858 0.507 -0.596 -0.4189 0.2555 0.2146
H -4.437 1.010 0.224 0.0778 0.2251 -0.3528
H -3.413 1.712 1.489 -0.1549 0.0544 0.1214
H -4.316 0.179 1.715 0.1677 0.1571 0.2842
H -2.436 -1.415 2.070 0.0435 -0.1963 0.2784
H -0.315 -2.381 1.366 0.2273 -0.0183 -0.0939
H 0.894 -1.466 -0.613 -0.0442 0.1562 0.0171
H -0.235 0.428 -1.923 0.3728 -0.1886 -0.1176
H -2.268 1.399 -1.058 0.0025 -0.1536 -0.3572
C 3.237 0.778 -1.175 0.2089 0.4047 -0.4245
C 3.785 -0.033 -0.012 0.1011 -1.2853 -0.4542
H 2.531 1.505 -0.826 -0.7001 0.2680 0.1679
H 3.964 1.381 -1.724 0.3276 -0.1957 0.2269
H 2.754 0.161 -1.931 -0.0921 -0.0863 0.0882
H 4.846 -0.272 -0.133 0.0157 0.4431 0.2755
H 3.555 0.362 0.974 0.2660 0.2475 -0.0554
H 3.336 -1.036 -0.044 -0.1461 0.1930 0.1768
```
Forces are in eV/Å.

As for the orbital gap: 10.1 eV. As for the electronic energy: -9559.823 eV. The energy relative to the best compared isomer or geometry (same formula, charge and spin) comes out at 8.27 kcal per mole. The HOMO energy is -9.1 eV. Its SMILES is Cc1ccccc1.CC.


orbital gap of number 3 (C4H12)?
11.9 eV